1.
This record from the Open Molecules 2025 dataset describes a 4-piece molecular cluster, C36H61F3NO10S overall at a distorted geometry. The level of theory is wB97M-V/def2-TZVPD.

XYZ file:
```
112
Properties=species:S:1:pos:R:3:forces:R:3
H 0.657 -2.916 -0.028 -1.38 0.95 0.16
F -3.599 -5.168 -3.688 -0.01 3.30 -0.66
H -3.142 -5.478 1.860 0.16 0.89 1.24
H 1.250 -1.511 -5.794 0.15 0.50 1.68
H 1.598 -3.125 -3.736 -1.34 1.25 0.13
H -3.155 -3.349 -1.676 1.30 0.01 -1.27
C 0.796 -2.288 -3.764 1.51 -0.38 -1.58
O -2.792 0.303 -0.417 3.19 -2.08 -0.28
H -4.236 -4.211 2.611 1.76 -0.60 -0.04
C 4.653 0.031 0.263 -0.66 -0.19 0.45
H -4.515 2.128 8.480 0.08 -0.02 0.01
C -4.130 4.146 -0.065 3.69 -1.32 0.25
O -1.375 -4.174 -2.465 -0.57 0.46 -0.19
H -3.802 3.919 -2.406 0.64 -0.14 1.97
C -3.354 -3.761 -3.848 0.48 -0.73 0.75
H 5.622 -0.192 3.200 -1.76 -0.55 -0.34
C 2.030 -0.489 0.073 0.35 0.27 0.20
O -3.326 3.453 5.629 -0.07 0.24 -0.01
H 4.983 -0.377 -0.761 -0.54 0.67 1.50
H -5.604 8.703 4.657 0.05 0.00 0.05
O 4.655 -2.147 -7.188 0.00 -0.07 -0.02
C -4.321 2.858 6.454 0.38 -0.28 0.02
H -1.943 -1.556 -3.939 0.03 -0.15 1.78
H 3.217 0.200 -4.816 -0.30 -1.70 0.69
C -3.759 2.580 7.834 -0.04 0.04 0.18
H -1.319 2.948 -2.216 -0.92 0.50 1.42
C 4.601 -0.635 2.884 0.43 -1.14 -0.64
H 4.838 -1.290 -9.711 0.09 0.04 0.08
H -5.198 4.538 -0.100 1.71 -0.62 -0.04
H 4.688 -1.852 4.808 -0.83 -0.28 -1.25
C -1.276 3.027 0.120 -2.45 0.09 0.59
C -3.181 -4.682 2.676 -0.48 0.57 0.03
C 0.567 0.706 -1.835 0.15 2.16 -2.67
O -4.895 5.556 3.714 -0.20 0.06 0.12
C -5.730 6.697 3.857 0.29 -0.15 0.27
O 1.354 1.448 -2.468 -1.94 -2.22 2.94
H 6.695 -1.979 -7.363 0.13 0.15 -0.06
C -2.463 -3.244 -2.588 -0.86 -0.21 -0.96
C -0.675 -1.253 -2.146 -1.78 2.58 2.38
H 3.334 -2.318 -2.734 0.30 1.48 -0.50
H -4.634 7.501 5.536 -0.11 0.03 0.00
H 3.506 -1.511 -5.398 -0.71 0.90 1.63
H 0.677 -1.513 4.098 1.30 0.51 0.69
C 2.998 -0.905 -4.553 0.04 -0.55 -0.67
H -2.961 -1.076 -2.498 1.79 -0.67 0.13
C -0.228 -2.304 0.359 0.99 0.49 1.19
H 5.885 -1.511 1.291 -1.68 0.44 0.09
F -4.581 -3.062 -3.908 2.73 -1.82 -0.59
H -6.049 7.009 2.860 0.08 -0.17 0.02
H 4.679 -3.088 -7.408 -0.04 0.21 0.08
H 3.343 -0.430 -2.406 0.24 -1.70 -0.88
H -4.665 1.934 5.979 -0.17 0.01 0.10
H 5.774 -0.474 -7.537 -0.13 -0.14 0.12
C 0.572 0.106 -0.345 1.93 -1.57 -0.19
H -1.482 0.726 -2.528 0.50 -0.42 0.54
H 4.147 -2.052 1.096 0.71 1.56 0.48
O 0.558 -1.929 -2.392 -1.49 0.18 -1.71
H 2.436 -2.593 2.606 0.25 0.47 1.41
C 3.153 0.673 0.195 1.12 -0.84 -0.17
H 5.355 0.880 0.576 -0.80 -1.13 -0.56
H -0.084 -2.747 -4.328 0.77 0.77 1.13
C -3.450 3.955 1.310 1.82 -0.97 -2.04
C -2.052 -1.711 -2.795 -0.20 -1.30 -1.38
H -2.587 2.833 5.570 -0.16 0.15 -0.15
H -2.482 -2.581 2.906 0.86 -0.95 -1.04
C -4.974 7.816 4.546 0.02 0.20 0.00
H -4.083 8.086 3.973 -0.12 -0.03 -0.02
H 5.744 -2.787 -9.550 0.12 0.04 0.02
O 1.150 3.173 0.027 -3.38 -3.60 1.37
C -0.605 -1.024 -0.530 0.23 -0.42 2.02
H -6.618 6.414 4.432 -0.14 0.17 -0.04
H -5.165 3.548 6.516 0.11 0.03 -0.13
H 2.336 -1.335 -0.633 -0.37 1.38 0.81
S -1.619 -3.485 0.680 0.14 -0.04 0.41
C 1.751 -1.222 4.349 0.49 -0.94 -0.45
C -1.909 3.224 -1.284 -1.93 1.06 3.74
H 1.982 -1.247 5.478 -0.67 0.25 -1.69
C 5.751 -1.724 -9.293 0.02 0.10 -0.15
H -1.508 3.225 2.450 -0.87 0.19 -1.55
H -3.129 -5.145 3.731 0.14 0.57 -1.74
H 3.791 0.164 2.955 1.09 -1.13 0.04
C -3.348 3.800 -1.356 1.67 -0.69 2.64
N -0.600 0.198 -2.579 2.13 -1.23 0.47
C 3.618 -1.288 -3.128 0.71 1.59 -0.56
H -4.623 5.280 4.601 0.15 -0.13 -0.27
H 0.103 -1.901 1.392 -0.79 -0.59 -1.65
H -0.986 -4.411 -3.332 -0.49 0.54 0.61
H -1.148 -3.817 3.157 -1.00 0.35 -1.27
H 1.922 -0.175 3.928 -0.13 -1.47 0.59
O 0.371 1.062 0.765 -0.85 1.90 -2.35
C -2.033 -3.539 2.482 -0.83 -0.35 1.56
H -3.997 4.204 2.285 0.79 -0.34 -1.88
H 2.581 -3.320 4.295 0.05 1.37 -0.97
O -2.023 -0.428 1.590 2.16 -0.73 -5.72
C 4.791 -1.132 1.357 0.97 0.28 -0.23
C 1.413 -1.145 -4.706 0.23 0.14 -0.69
H 0.900 -0.131 -4.642 0.33 -1.57 0.30
H 6.615 -1.253 -9.768 -0.04 -0.06 -0.03
H -3.406 3.506 8.298 -0.10 -0.03 -0.04
H 1.999 -0.967 1.127 -0.45 0.84 -1.71
C -1.869 -0.363 0.198 -4.51 1.98 4.52
C 4.273 -1.968 3.752 -0.05 0.39 -1.01
H 4.768 -1.214 -3.241 -1.75 -0.37 0.27
C 0.190 2.393 0.293 1.58 3.36 -1.10
C 5.789 -1.536 -7.789 -0.08 -0.34 -0.16
H 4.838 -2.824 3.215 -0.69 1.27 1.10
H -2.899 1.906 7.774 -0.12 -0.06 -0.01
C -2.016 3.386 1.447 -1.95 0.51 -4.50
H 3.034 1.259 1.171 -0.21 -0.73 -1.58
F -2.605 -3.674 -5.079 -2.15 0.06 2.42
C 2.709 -2.350 3.687 0.53 0.26 0.81
H 3.168 1.388 -0.691 -0.40 -0.86 1.26
```
Forces are in eV/Å.

The net charge is -1. Its spin multiplicity is 1.

Löwdin population analysis, charges in e, atoms 1 to 4:
1 H 0.088
2 F 0.046
3 H 0.050
4 H 0.113



2.
This record from the Open Molecules 2025 dataset describes C36H62Br2N2O11S as an isolated structure at a distorted geometry. The level of theory is wB97M-V/def2-TZVPD.

XYZ file:
```
114
Properties=species:S:1:pos:R:3:forces:R:3
H -4.073 -3.790 1.101 -0.23 0.22 0.13
C -1.454 2.190 -0.129 -0.09 1.57 -0.62
Br -1.232 3.250 3.247 0.26 -0.04 -0.20
O 2.279 -5.695 -3.731 -0.23 0.04 0.04
H 1.984 5.051 -1.313 -0.01 0.03 0.04
H -0.460 -2.620 1.348 -0.38 0.30 -0.03
C 1.870 -3.602 0.705 -0.06 1.20 -0.11
H 4.527 4.604 2.890 0.05 -0.03 -0.04
H 2.323 -4.343 3.846 -0.12 -0.14 0.00
H 1.771 -1.825 -0.480 0.19 0.41 0.27
H 0.057 -0.098 -0.316 -0.44 0.11 -0.12
H -4.013 -4.921 -0.956 -0.21 -0.12 -0.05
H 3.322 -5.324 -6.200 -0.02 0.06 0.00
H 4.565 8.940 -3.030 0.05 -0.04 0.12
C -2.887 -2.729 -1.260 -0.10 0.53 -0.15
O 2.572 -3.751 1.927 -0.34 -0.53 -0.14
H -2.714 -2.853 -0.189 0.19 -0.11 -0.13
C 5.499 1.457 2.298 1.45 -1.17 -0.25
H 4.712 -6.246 -2.469 0.03 -0.06 -0.01
H 3.018 6.834 0.027 0.09 0.09 -0.01
H 2.481 -3.889 -0.156 0.30 -0.15 0.37
C 5.627 2.794 2.530 0.28 0.61 -0.05
H 4.590 -4.189 -5.696 -0.03 0.01 0.00
H 2.322 9.914 -2.506 0.04 0.02 -0.02
H -1.223 0.810 2.867 0.17 0.29 0.02
H -6.479 -0.847 2.079 0.10 -0.04 0.13
C 2.787 7.026 -1.018 -0.01 -0.12 -0.03
C 4.487 3.537 2.703 0.12 1.46 0.17
H 2.444 5.847 -2.815 -0.04 -0.01 0.02
H 4.657 -5.877 -5.196 0.05 0.05 0.01
C 1.434 -2.118 0.521 -0.91 -0.96 -0.97
H 1.372 2.760 -0.263 0.34 0.20 0.23
H 3.837 -4.394 -3.318 0.06 -0.04 -0.03
C -1.898 1.583 2.497 -0.87 -1.24 0.65
H -4.987 -2.066 -1.149 0.03 0.02 -0.19
C -2.762 -0.220 -0.829 1.20 -0.42 0.43
H -1.270 -1.406 -1.964 0.00 0.20 0.25
H -2.355 -3.515 -1.803 0.00 -0.04 0.17
H -5.330 -5.008 1.106 -0.37 0.22 0.06
C 1.764 -4.387 2.913 0.18 0.15 -0.30
H -3.882 0.609 2.680 0.47 -0.47 0.29
H 1.544 8.430 -3.048 0.01 -0.01 -0.07
C 0.788 3.006 0.628 -1.06 -0.62 0.56
C 3.177 -4.680 -4.144 0.09 0.08 -0.06
H 6.591 3.282 2.554 0.06 -0.11 0.03
C 3.259 2.949 2.641 -1.09 0.07 0.02
H -3.986 3.209 2.238 0.21 0.14 0.18
H 3.337 -7.399 -4.248 0.05 0.02 0.01
C 2.860 -6.937 -3.377 0.12 -0.10 0.04
C 3.837 -6.847 -2.216 0.06 0.17 -0.02
N -2.221 -1.430 2.532 -0.12 -0.19 0.46
C 2.431 9.054 -3.169 -0.10 -0.07 0.08
H 0.801 -3.874 3.029 0.11 0.03 0.11
C -6.502 -3.015 2.162 -0.61 -0.26 1.00
H -0.407 -2.591 -0.412 -0.34 0.21 0.05
C -6.654 -1.646 2.801 -0.50 0.00 -0.68
C -5.041 -4.056 0.659 0.31 -0.66 -0.85
C 4.278 0.835 2.269 -0.27 -0.79 -0.06
H 3.818 7.427 -3.509 -0.06 0.00 -0.03
O -3.006 -2.028 3.160 0.26 -0.03 -0.11
Br -3.029 0.840 5.066 -0.10 -0.22 -0.24
C -2.130 1.370 0.983 -0.16 -0.42 0.18
C -4.388 -2.899 -1.523 0.04 -1.16 0.12
H 3.695 5.209 -1.753 0.00 0.00 0.06
O -5.981 -3.003 0.903 0.27 -0.03 0.89
O -2.553 2.600 -1.038 0.46 -1.76 0.30
C -1.972 -0.133 0.547 -0.32 0.62 -1.19
O 3.806 7.892 -1.493 0.15 0.10 0.10
H 4.187 -7.840 -1.935 -0.03 -0.01 -0.01
C -4.151 2.640 3.155 -0.89 -1.08 0.03
O -1.918 1.151 -3.001 1.67 -0.04 0.88
O -2.806 -0.996 1.348 0.09 0.16 -0.11
C 3.983 -5.039 -5.380 0.04 -0.18 0.03
H 1.858 -1.455 1.276 0.12 -0.18 0.04
H -0.440 3.874 -0.868 -0.33 -0.02 0.01
S -2.819 1.260 -1.896 -2.33 0.79 -2.45
C 3.151 1.587 2.443 -0.78 -0.01 -0.03
H -7.686 -1.583 3.152 0.09 0.07 0.04
C -0.624 3.437 0.117 0.99 0.27 -0.37
O -4.167 1.361 -2.364 -0.66 -0.03 0.93
H 0.657 2.063 1.171 0.26 0.16 0.10
H 2.559 -3.809 -4.364 -0.11 -0.07 0.05
H -1.086 4.234 0.695 -0.10 -0.33 0.22
C -0.125 -2.041 0.484 1.37 0.05 0.32
H -5.191 2.297 3.105 0.05 0.16 0.08
C -3.286 1.351 3.204 0.15 1.70 -0.38
H 1.559 -5.421 2.614 0.07 0.00 0.22
C -2.338 -1.375 -1.748 -0.68 -0.20 -0.45
H -2.816 -1.198 -2.718 0.14 0.02 0.03
H 1.416 3.201 3.361 -0.24 0.05 -0.27
H 2.452 9.406 -4.201 0.03 0.01 0.01
H -0.825 1.608 -0.814 0.19 -0.34 0.69
N 2.051 3.743 2.785 0.22 -0.34 -0.18
H 2.031 -7.587 -3.095 -0.09 0.11 -0.06
H -3.809 -0.413 -0.591 0.01 0.51 0.14
C -0.501 -0.557 0.504 0.03 -0.52 0.55
C 1.475 4.050 1.495 0.26 1.59 -0.60
H 0.963 -4.218 0.655 0.19 -0.19 0.23
O 1.578 5.181 1.055 -0.20 -1.22 0.61
H -3.211 1.497 0.849 0.18 0.58 -0.06
H 3.358 -6.385 -1.351 -0.02 -0.05 0.01
O -6.863 -4.013 2.747 0.69 0.55 -0.76
H -4.077 3.230 4.063 0.32 0.25 -0.24
H 2.157 1.156 2.410 0.09 -0.19 0.06
H -6.010 -1.534 3.673 0.14 -0.18 -0.14
H -5.705 -4.671 -1.344 -0.15 0.21 0.19
H 6.389 0.858 2.132 -0.02 0.03 0.05
H -4.563 -3.048 -2.592 0.03 0.48 0.00
H 1.815 7.532 -1.032 -0.03 -0.04 -0.06
C 2.723 5.706 -1.769 0.04 0.07 -0.29
C -4.848 -4.216 -0.845 0.53 0.35 0.24
H 4.194 -0.234 2.113 0.11 0.02 -0.02
H -0.031 -0.144 1.408 -0.04 -0.08 -0.05
C 3.706 8.293 -2.845 -0.07 0.02 -0.10
```
Forces are in eV/Å.

The net charge is 0. Its spin multiplicity is 1.

Löwdin population analysis, charges in e, atoms 1 to 4:
1 H 0.112
2 C -0.290
3 Br 0.933
4 O -0.165



| no. | gap between HOMO and LUMO (Ha) | LUMO level (eV) |
| --- | --- | --- |
| 1 | 0.248 | 2.2 |
| 2 | 0.318 | -0.7 |